1.
This record from the Open Molecules 2025 dataset describes a 2-piece molecular cluster, C4H12NOS overall. The level of theory is ωB97M-V with the def2-TZVPD basis set.

The geometry in XYZ format:
```
19
C4H12NOS | the Open Molecules 2025 dataset | ωB97M-V with the def2-TZVPD basis set
C -2.2962 0.2355 0.0509
N -1.1749 -0.6578 -0.0156
C 0.1229 -0.0370 -0.2414
C 1.2270 -1.1032 -0.1298
S 2.8980 -0.4107 0.0559
C 0.2214 0.6868 -1.5955
H -2.4931 0.7936 -0.8747
H -2.0859 0.9959 0.8058
H -3.2005 -0.2791 0.3557
H -1.3015 -1.3965 -0.7000
H 0.3147 0.7373 0.5118
H 1.0960 -1.7487 -1.0171
H 1.0129 -1.7268 0.7391
H -0.5626 1.4439 -1.6577
H 1.1821 1.1891 -1.6428
H 0.1591 -0.0230 -2.4219
H 2.2404 0.4622 2.0930
H 0.9277 0.1432 2.7858
O 1.7123 0.6953 2.8984
```

The value obtained for the electronic energy is -18716.575 eV. Its total charge is -1. The strongest force on any atom comes out at 0.017 hartree/bohr. As for the HOMO energy: -2.768 eV.

Results of the Mulliken charge analysis, in e, for atoms 1 through 6: C -0.89; N -0.31; C 0.32; C -1.09; S -0.63; C -1.52

=====

2.
This record from the Open Molecules 2025 dataset describes C3H3N3O2 as an isolated structure. The level of theory is ωB97M-V with the def2-TZVPD basis set.

The geometry in XYZ format:
```
11
C3H3N3O2 | the Open Molecules 2025 dataset | ωB97M-V with the def2-TZVPD basis set
C -2.0940 0.3661 -0.0301
C 0.2791 -0.2468 -0.0309
C 1.9968 0.8642 0.0167
H -1.7656 1.4000 -0.0923
H -1.3485 -1.5356 0.1580
H 2.7601 1.6133 0.1254
N -1.0670 -0.5503 -0.0300
N 0.7349 1.0423 -0.0306
N 1.2358 -1.1614 -0.0402
O -3.2667 0.0531 0.0531
O 2.3838 -0.3897 0.0444
```

The value obtained for the electronic energy is -11723.857 eV. Its total charge is 0. The strongest force on any atom comes out at 0.030 hartree/bohr. As for the HOMO energy: -10.104 eV.

Results of the Mulliken charge analysis, in e, for atoms 1 through 6: C 0.02; C 0.48; C 0.08; H 0.38; H 0.27; H 0.41

=====

3.
This record from the Open Molecules 2025 dataset describes C33H86O30S9 as an isolated structure. The level of theory is ωB97M-V with the def2-TZVPD basis set.

The geometry in XYZ format:
```
158
C33H86O30S9 | the Open Molecules 2025 dataset | ωB97M-V with the def2-TZVPD basis set
O 0.7722 0.8924 3.2007
S -0.4647 1.6075 2.9284
O -1.7477 0.9525 2.5951
O -0.6659 2.7295 4.1789
C 0.4754 3.5261 4.5837
C -0.0435 4.4921 5.6932
C -0.0574 2.8665 1.6389
H 0.7263 4.0963 3.6893
H 1.2885 2.8738 4.9023
H 0.4562 5.4475 5.8536
H -0.2089 3.9701 6.6357
H -1.0254 4.8286 5.3604
H -0.1383 2.4090 0.6529
H 0.9616 3.2101 1.8168
H -0.7533 3.7002 1.7324
O 1.0693 -0.1909 1.2423
S 0.7790 0.0516 -0.1269
O 1.8061 -0.1629 -1.1443
O -0.5895 -0.7238 -0.6013
C -1.6927 -0.7980 0.2619
C -2.4981 -1.9430 -0.2201
C 0.2836 1.7970 -0.4174
H -2.2639 0.1296 0.2248
H -1.3532 -0.9104 1.2916
H -2.9960 -1.6715 -1.1509
H -3.2253 -2.2900 0.5140
H -1.8756 -2.8348 -0.2935
H -0.4897 1.9378 0.3377
H -0.1121 1.8198 -1.4328
H 1.1622 2.4381 -0.3455
O 5.9603 0.0662 0.1831
S 6.1839 -0.5457 -1.1422
O 7.3142 -1.3777 -1.3672
O 4.8013 -1.3184 -1.6553
C 3.5461 -0.8676 -1.0686
C 3.1157 -1.9799 -0.0536
C 6.0855 0.8344 -2.2910
H 2.7638 -0.8594 -1.8276
H 3.6170 0.1078 -0.5874
H 3.9278 -2.1413 0.6553
H 2.9795 -2.9499 -0.5319
H 2.2505 -1.6096 0.4964
H 5.3342 1.5509 -1.9590
H 5.8442 0.3924 -3.2577
H 7.0377 1.3642 -2.2662
O 1.8224 -3.2270 4.5745
S 1.7505 -1.7476 4.4424
O 2.3835 -0.9082 5.4817
O 2.3544 -1.2756 2.9186
C 2.5289 0.0490 2.6882
C 3.7283 0.1350 1.7642
C 0.0475 -1.3366 4.2170
H 2.5942 0.6490 3.5959
H 1.7129 0.4881 2.1143
H 3.5361 -0.1260 0.7235
H 4.6351 -0.3923 2.0604
H 4.0459 1.1761 1.7069
H -0.3229 -1.9742 3.4142
H -0.1329 -0.2629 4.1645
H -0.4615 -1.7001 5.1096
O 3.3466 1.6682 -2.1896
S 3.2055 2.0808 -0.7845
O 2.5443 1.1586 0.1010
O 4.6696 2.6565 -0.2428
C 5.0824 2.1379 0.9626
C 6.5353 2.4712 1.1010
C 2.3881 3.6723 -0.6716
H 4.8993 1.0656 1.0314
H 4.5398 2.6738 1.7413
H 6.7877 2.4376 2.1609
H 6.7863 3.4518 0.6967
H 7.1198 1.8033 0.4683
H 3.0611 4.4420 -1.0496
H 2.0760 3.8588 0.3560
H 1.5067 3.4681 -1.2796
O -0.2009 -2.7955 6.1804
S -0.7178 -3.8163 5.2419
O -2.0144 -4.4183 5.4606
O -0.8730 -3.0161 3.7666
C -1.1877 -3.8362 2.6193
C -1.5602 -2.9408 1.4214
C 0.5804 -5.0027 4.7156
H -2.0661 -4.4681 2.7510
H -0.3786 -4.4968 2.3078
H -0.7848 -2.1747 1.4240
H -2.4409 -2.3216 1.5917
H -1.6465 -3.4971 0.4880
H 0.2040 -5.7345 4.0008
H 0.7715 -5.6061 5.6030
H 1.4576 -4.4225 4.4292
O -1.0506 -3.8040 -3.5321
S -0.4649 -3.3359 -2.2656
O -1.0146 -3.5975 -0.9713
O 1.1256 -3.8702 -2.1985
C 1.3173 -5.1326 -2.7816
C 2.7625 -5.4662 -3.1819
C -0.0351 -1.5705 -2.3831
H 0.6154 -5.3310 -3.5916
H 1.0635 -5.8970 -2.0471
H 3.3146 -5.6025 -2.2520
H 3.2506 -4.6869 -3.7672
H 2.8618 -6.3154 -3.8580
H -0.9946 -1.1472 -2.0858
H 0.0997 -1.3245 -3.4364
H 0.8190 -1.3545 -1.7411
O -3.6580 -1.1250 -4.4349
S -3.1027 -2.0187 -3.4078
O -1.6837 -1.9442 -3.0008
O -3.9901 -1.8309 -1.9885
C -5.4202 -1.8342 -2.0268
C -6.0049 -1.3329 -0.6754
C -3.5611 -3.7585 -3.7259
H -5.8727 -2.8157 -2.1682
H -5.7347 -1.1849 -2.8438
H -7.0915 -1.2710 -0.6158
H -5.5207 -0.3709 -0.5077
H -5.6920 -2.0005 0.1274
H -3.6481 -4.3828 -2.8367
H -2.7242 -4.1367 -4.3130
H -4.4445 -3.6913 -4.3608
O -5.0586 1.9499 -0.6782
S -5.2794 2.3448 -2.0747
O -5.7049 3.7038 -2.4957
O -3.9911 1.9627 -2.9916
C -3.3242 0.7085 -2.8233
C -1.8744 1.0000 -2.3353
C -6.4327 1.1457 -2.8691
H -3.3251 0.1414 -3.7541
H -3.7319 0.0426 -2.0627
H -1.3787 1.7881 -2.9021
H -1.3627 0.0390 -2.3883
H -1.8572 1.1670 -1.2583
H -6.7868 1.4600 -3.8509
H -7.3759 1.2056 -2.3261
H -6.0560 0.1229 -2.8784
C -3.5987 1.8552 1.7141
O -2.5761 2.6353 1.0471
C -3.1251 3.5362 0.0874
C -2.0710 4.3481 -0.5755
O -1.0150 3.4440 -1.0151
C -0.1327 4.1491 -1.8215
C 0.5639 3.2264 -2.9032
O 1.4785 2.3610 -2.2538
C 2.0562 1.3958 -3.1694
H -3.9906 2.5561 2.4512
H -3.2040 0.9582 2.1913
H -4.4490 1.5719 1.0937
H -3.9531 4.1929 0.3543
H -3.6716 2.8536 -0.5634
H -1.6684 5.1814 0.0003
H -2.5876 4.7934 -1.4258
H 0.6433 4.6939 -1.2839
H -0.5569 4.9899 -2.3703
H 1.0988 3.8713 -3.6004
H -0.1700 2.6191 -3.4329
H 2.4436 0.4966 -2.6903
H 2.9136 1.7420 -3.7467
H 1.3365 0.9179 -3.8341
```

The value obtained for the electronic energy is -194487.768 eV. Its total charge is 0. The strongest force on any atom comes out at 0.295 hartree/bohr. As for the HOMO energy: -7.302 eV.

Results of the Mulliken charge analysis, in e, for atoms 1 through 6: O -0.78; S 0.50; O -0.50; O -0.50; C 0.41; C -1.47

=====

4.
This record from the Open Molecules 2025 dataset describes a 7-piece molecular cluster, C37H56B2IN8O7 overall. The level of theory is ωB97M-V with the def2-TZVPD basis set.

The geometry in XYZ format:
```
111
C37H56B2IN8O7 | the Open Molecules 2025 dataset | ωB97M-V with the def2-TZVPD basis set
C -2.5489 -2.9615 -5.4117
C -2.0286 -3.2559 -3.9160
O -2.6066 -3.9910 -3.0948
O -0.7802 -2.6314 -3.5854
C -1.0008 -1.7271 -2.4397
C 0.2878 -0.7894 -2.1814
C -0.2140 0.5611 -1.4585
C 0.5861 0.9164 -0.1188
B 2.1719 1.1514 -0.3726
N 2.7604 2.3100 -1.1227
O 3.1123 0.2012 0.2002
O 0.5013 -0.3482 0.6273
B -0.6929 -0.3855 1.4976
C -1.6573 -1.7092 1.5153
N -2.9890 -1.2764 2.1184
O -1.2972 0.9492 1.2403
C -0.1771 1.8509 1.0125
C 0.7525 2.1499 2.2745
C -0.0306 2.3671 3.6497
C -1.4456 3.0816 3.5131
O -1.3566 4.4226 2.9087
C -0.5425 3.1979 0.1446
C -2.1037 3.2437 -0.2388
O -3.0326 3.2002 0.5745
I -2.7310 3.4475 -2.3600
H -1.6032 -2.7706 -6.0306
H -3.1286 -3.8824 -5.7414
H -3.1814 -2.0171 -5.3459
H -1.9261 -1.0890 -2.6722
H -1.2080 -2.4010 -1.5422
H 0.6550 -0.5008 -3.2352
H 1.1092 -1.3402 -1.6232
H -0.1630 1.4332 -2.2171
H -1.3419 0.4135 -1.2656
H 3.3298 1.9604 -1.9187
H 3.4034 2.8169 -0.4803
H 3.0869 -0.6530 -0.2813
H -0.1891 -0.3991 2.6029
H -1.9144 -2.1419 0.4911
H -1.2380 -2.5037 2.2417
H -3.5242 -2.1181 2.3720
H -2.8113 -0.6735 2.9317
H 1.4099 3.0612 2.0021
H 1.5082 1.2986 2.4619
H 0.6255 3.0747 4.2863
H -0.1237 1.4137 4.2871
H -1.8160 3.2734 4.5936
H -2.2561 2.4533 3.0174
H -2.2789 4.7554 3.0073
H 0.0349 3.2385 -0.8524
H -0.2204 4.1570 0.6985
N 7.8117 -1.5027 1.3841
C 7.3203 -0.7696 0.3357
C 6.1122 -0.2403 0.7181
C 5.8673 -0.6640 2.0470
C 6.9339 -1.4393 2.4335
H 8.6818 -2.0082 1.3834
H 7.8708 -0.6899 -0.5893
H 5.4752 0.3834 0.1103
H 5.0056 -0.4273 2.6535
H 7.1428 -1.9508 3.3612
N -5.5783 6.6550 0.9387
C -4.9569 5.7359 0.1353
C -5.1863 6.0921 -1.1704
C -5.9708 7.2735 -1.1547
C -6.1947 7.5989 0.1604
H -5.5808 6.6395 1.9448
H -4.4084 4.9097 0.5608
H -4.8285 5.5622 -2.0416
H -6.3309 7.8246 -2.0110
H -6.7384 8.4168 0.6085
N -0.2105 -6.7694 -1.3628
C 0.8162 -6.8511 -0.4586
C 1.2397 -5.5742 -0.1818
C 0.4360 -4.6882 -0.9420
C -0.4521 -5.4532 -1.6589
H -0.7102 -7.5535 -1.7485
H 1.1562 -7.8082 -0.0927
H 2.0386 -5.3069 0.4941
H 0.5000 -3.6107 -0.9612
H -1.2349 -5.1759 -2.3553
N 5.1277 0.6470 5.2400
C 4.3108 1.6077 4.7073
C 3.8193 2.3668 5.7410
C 4.3646 1.8482 6.9417
C 5.1703 0.7894 6.6012
H 5.6211 -0.0546 4.7123
H 4.1489 1.6673 3.6417
H 3.1432 3.2032 5.6435
H 4.1877 2.2099 7.9439
H 5.7673 0.1261 7.2083
N 0.4679 4.3299 -4.3000
C 0.4987 4.4690 -5.6631
C 1.7224 4.0324 -6.1063
C 2.4539 3.6098 -4.9693
C 1.6508 3.8036 -3.8704
H -0.3097 4.5775 -3.7078
H -0.3504 4.8670 -6.1977
H 2.0536 4.0178 -7.1344
H 3.4565 3.2075 -4.9556
H 1.8218 3.6128 -2.8233
N -5.2750 -8.5590 -1.0732
C -4.3519 -8.7643 -0.0821
C -3.5075 -7.6809 -0.0589
C -3.9403 -6.7862 -1.0693
C -5.0338 -7.3525 -1.6766
H -6.0152 -9.1946 -1.3192
H -4.3747 -9.6613 0.5179
H -2.6716 -7.5462 0.6117
H -3.5003 -5.8327 -1.3233
H -5.6587 -7.0032 -2.4843
```

The value obtained for the electronic energy is -74983.376 eV. Its total charge is -1. The strongest force on any atom comes out at 0.094 hartree/bohr. As for the HOMO energy: -4.255 eV.

Results of the Mulliken charge analysis, in e, for atoms 1 through 6: C -1.01; C 0.76; O -0.56; O -0.41; C -0.01; C -0.15

=====

5.
This record from the Open Molecules 2025 dataset describes a 2-piece molecular cluster, C7H14 overall. The level of theory is ωB97M-V with the def2-TZVPD basis set.

The geometry in XYZ format:
```
21
C7H14 | the Open Molecules 2025 dataset | ωB97M-V with the def2-TZVPD basis set
C -1.4762 2.4047 0.0549
C -0.4615 3.0676 0.1394
C -2.1222 -1.4224 -0.3166
C -1.0190 -0.9942 0.5831
C 0.3814 -0.7384 -0.2033
C 1.4560 -0.2172 0.7588
C 2.6389 0.0618 -0.3189
H -2.6215 2.2926 -0.3264
H 0.6277 3.2103 -0.2646
H -2.4759 -0.6228 -0.9438
H -1.9759 -2.4433 -0.8436
H -2.9271 -1.5207 0.3765
H -0.8402 -1.7073 1.4916
H -1.4029 0.1327 0.8473
H 0.4753 -1.8058 -0.5358
H 0.2822 0.0659 -1.1094
H 1.7486 -0.9306 1.5731
H 0.8884 0.7291 1.0893
H 2.4488 0.9006 -1.0197
H 3.7060 0.3895 0.0548
H 2.6690 -0.8521 -1.0868
```

Its structure (SMILES) is CCCCC.C#C. The value obtained for the electronic energy is -7480.767 eV. Its total charge is 0. The strongest force on any atom comes out at 0.078 hartree/bohr. As for the HOMO energy: -9.966 eV.

Results of the Mulliken charge analysis, in e, for atoms 1 through 6: C -0.32; C -0.15; C -1.20; C -0.19; C -0.64; C -0.14

=====

6.
This record from the Open Molecules 2025 dataset describes a 2-piece molecular cluster, C3H5NO2S overall. The level of theory is ωB97M-V with the def2-TZVPD basis set.

The geometry in XYZ format:
```
12
C3H5NO2S | the Open Molecules 2025 dataset | ωB97M-V with the def2-TZVPD basis set
C 0.0629 2.1096 -0.5348
C -0.8579 -1.4848 -0.3171
C 0.1286 -0.6829 -1.0723
N 0.2760 2.1302 0.6501
O -0.1670 2.5022 -1.5991
O 0.5433 1.1439 1.5837
S 0.8861 -1.8880 0.0563
H -1.3356 -1.0291 0.5441
H -1.4328 -2.3113 -0.7345
H 0.2675 -1.0754 -2.0886
H 1.0709 -1.0362 1.0887
H 0.5580 1.6219 2.4235
```

The value obtained for the electronic energy is -19606.613 eV. Its total charge is 0. The strongest force on any atom comes out at 0.042 hartree/bohr. As for the HOMO energy: -7.991 eV.

Results of the Mulliken charge analysis, in e, for atoms 1 through 6: C 0.65; C -0.30; C -0.57; N -0.35; O -0.41; O -0.26

=====

We obtain LUMO level values of 0.1332; 0.0284; -0.0065; 0.0775; 0.0413; 0.0113 hartree for the records listed above, in that order.